(1)
C19H43N2O11S2 | ωB97M-V/def2-TZVPD

```
77
Properties=species:S:1:pos:R:3:forces:R:3
S 3.24902 5.65390 1.54562 1.028 0.538 0.025
S 1.82280 4.67750 3.66534 0.397 0.079 0.420
O 1.60323 3.43833 2.94365 0.149 -0.028 0.004
O 2.62818 -0.26644 -2.50052 -0.027 -0.099 -0.163
O 2.71594 -2.71792 -0.66129 -0.202 0.198 -0.099
O -5.00288 -7.14708 -1.88964 0.163 0.102 0.262
O 3.65582 4.41566 0.91565 -0.174 -0.132 -0.021
O -1.80714 -6.09934 -2.34420 -0.234 0.219 -0.058
O 4.14349 6.77486 1.33053 -0.173 -0.024 0.070
O -1.75150 3.53680 -0.39060 0.714 0.436 1.475
O 0.65269 5.49526 3.90339 -0.128 0.059 -0.025
O 2.93572 0.49207 0.43272 0.305 -0.136 -0.314
O -3.88873 -4.53117 -0.75793 -0.043 0.080 0.083
N -0.45268 4.90794 0.99590 -0.328 -0.161 -0.408
N 3.05262 5.53785 3.12655 -0.663 -0.265 -0.393
C -5.59137 -5.86062 -1.97317 -0.022 -0.113 -0.146
C 1.70688 -3.68863 -0.77686 0.091 0.013 0.099
C -1.31585 6.05882 0.73956 -0.107 0.653 0.431
C 3.74419 -1.03604 -2.09758 0.136 0.158 0.039
C -2.94992 -5.48170 -0.28709 -0.022 -0.123 0.128
C -1.07610 3.67624 0.63326 -0.753 -0.468 -1.287
C -4.55876 -4.75421 -1.98486 0.069 0.091 -0.127
C 3.46917 -2.50297 -1.84105 0.090 -0.081 0.116
C -1.64568 -5.53966 -1.05164 0.102 -0.127 -0.088
C 3.98478 1.39117 0.77537 -0.098 -0.177 0.277
C -1.49457 6.94474 1.98031 -0.146 0.018 -0.629
C 2.00740 1.03423 -0.48291 -0.097 0.027 0.213
C 0.82774 4.99189 0.27537 -0.303 0.126 0.066
C -5.66323 -8.04121 -1.02430 0.028 -0.030 -0.138
C 1.72963 6.13828 0.71706 -0.027 -0.291 0.032
C -0.85286 2.54571 1.58425 0.221 -0.406 -0.257
C 2.39437 4.22227 5.28146 -0.006 0.054 -0.216
C -1.10711 -5.41935 -3.36279 0.043 -0.141 0.031
C 1.61388 0.03827 -1.55153 -0.168 0.030 0.040
H 0.81810 0.50286 -2.13946 0.024 0.008 -0.018
H 1.23808 6.89286 1.31774 -0.145 0.008 0.216
H -0.94202 -6.16984 -0.49211 0.019 0.115 0.129
H -3.39558 -6.47403 -0.19400 0.019 -0.053 -0.193
H 4.43541 -3.01417 -1.72851 0.019 -0.007 -0.156
H 2.95461 -2.92588 -2.71183 -0.049 -0.004 0.015
H 2.72721 5.12338 5.77853 0.039 0.106 0.165
H -0.93181 6.68655 -0.06519 0.144 -0.088 -0.283
H 2.41217 1.93334 -0.95997 0.023 0.005 -0.003
H 1.19466 -0.86908 -1.11127 0.152 -0.033 0.125
H -6.28236 -5.69445 -1.13981 0.013 -0.028 0.038
H -1.22547 -4.53033 -1.11546 -0.021 0.013 -0.034
H -5.10165 -3.82445 -2.17184 -0.007 0.010 0.013
H -1.19153 -4.33311 -3.25401 0.012 0.004 0.002
H -0.04737 -5.69884 -3.36959 0.028 0.087 -0.007
H 4.42620 -0.99714 -2.95205 0.004 -0.011 -0.011
H 1.35808 4.04761 0.34682 0.115 -0.128 0.179
H -2.41520 7.51109 1.84679 -0.202 0.063 0.161
H -1.39751 2.70888 2.50937 -0.049 0.259 0.149
H 3.18683 3.48938 5.21265 0.192 -0.051 -0.112
H 4.79677 0.79932 1.20343 -0.072 -0.055 -0.005
H 4.26438 -0.57849 -1.25428 -0.135 -0.083 0.151
H -0.70343 7.68080 2.06528 0.297 -0.052 0.271
H 0.59120 5.14506 -0.78207 0.053 -0.046 -0.207
H 1.18054 -3.60877 -1.73526 0.014 -0.041 -0.010
H -1.18267 1.61166 1.14537 -0.192 -0.104 -0.176
H -5.98785 -7.54557 -0.10345 -0.026 0.004 -0.006
H 1.10009 1.32123 0.06698 -0.003 0.072 -0.172
H -2.30301 5.74527 0.41868 -0.053 -0.362 -0.116
H -6.52985 -8.50044 -1.51380 -0.058 0.018 0.079
H 1.53013 3.79242 5.77056 -0.153 -0.042 0.196
H -1.54070 6.33409 2.87077 0.038 0.006 0.248
H 0.98551 -3.51434 0.02230 0.053 -0.019 0.040
H 2.10786 6.62711 -0.17291 0.231 0.148 -0.095
H 3.64468 2.12070 1.50773 0.024 0.145 -0.045
H -3.85544 -4.88081 -2.80985 0.034 -0.201 0.031
H -6.16041 -5.80232 -2.91075 -0.090 0.114 0.059
H 0.19542 2.46618 1.85739 -0.007 0.171 0.098
H -2.70414 -5.14853 0.72421 -0.004 0.032 -0.001
H -4.95565 -8.82645 -0.75861 -0.009 -0.018 -0.059
H 2.11563 -4.70128 -0.66717 -0.076 -0.043 -0.095
H -1.55032 -5.70736 -4.31563 0.021 -0.044 0.008
H 4.36123 1.92044 -0.10377 -0.028 0.044 -0.006
```
Positions in Å, forces in eV/Å.

Values from the calculation:
charge = -1
orbital gap = 7.9 eV
E = -2483.19031 Eh
HOMO level = -5.80 eV
LUMO = 2.1 eV

Mulliken population analysis, charges in e, atoms 1 to 4: 1.1391, 1.2248, -0.6243, -0.4838

(2)
C19H43O24PS5Si2 | ωB97M-V/def2-TZVPD

```
94
Properties=species:S:1:pos:R:3:forces:R:3
S -1.51446 -1.30215 5.61235 -0.001 -0.256 0.093
S -7.70105 -2.08880 0.94202 -0.122 0.060 0.051
S 1.27831 1.52233 4.06269 -0.242 0.354 0.588
S 1.72709 6.82846 -2.28708 0.105 0.043 -0.269
S 5.03412 -0.64876 -3.24508 0.045 0.072 0.085
P 0.63777 -2.61058 0.43429 -0.217 -0.602 1.127
Si -0.64259 -1.98440 -1.28669 2.104 0.642 -0.042
Si -0.63732 0.21795 -3.15291 1.433 -0.145 0.852
O 6.41148 -0.34320 -4.04706 -0.852 -0.079 -0.018
O -0.84620 -1.84055 4.23686 -0.625 0.218 0.651
O -6.95917 -3.29175 1.74104 0.060 0.741 -0.301
O -2.86643 -0.91904 5.33203 1.013 0.076 0.192
O 0.63430 7.35675 -3.36360 0.248 -0.560 0.627
O -9.03595 -2.50763 0.63748 0.893 0.536 0.205
O 4.74652 -2.11785 -3.87138 0.389 0.518 0.456
O 0.32983 -0.83770 -2.17698 -2.865 -0.330 -0.230
O -7.40700 -0.85670 1.60566 -0.428 -0.911 -0.382
O -0.88918 2.83349 -2.27812 0.372 -0.994 1.385
O -0.58122 -0.43191 6.26127 -2.606 -2.819 1.044
O 2.34832 5.63048 -3.18592 -0.134 0.841 0.311
O -2.48473 -4.35783 -0.14179 0.102 0.666 -2.475
O 1.02731 6.25180 -1.18029 0.511 0.663 -0.580
O -1.53832 -2.72015 6.40447 0.393 0.591 -0.299
O -6.82285 -2.16729 -0.42034 -0.527 -0.307 0.527
O 4.02777 0.25278 -3.71481 0.745 -0.503 0.528
O 0.50701 1.20324 2.89770 0.652 0.132 0.768
O 2.63320 1.09289 4.23730 -0.844 0.207 -0.523
O 0.42061 1.08147 5.36519 1.829 2.573 -2.402
O 2.73057 7.83802 -2.13146 -0.681 -0.807 0.188
O -2.67272 -5.49534 -2.11558 1.842 3.579 1.845
O 1.21534 3.12764 4.29381 0.432 -0.653 0.038
O 5.34918 -0.80898 -1.85766 -0.463 0.217 -0.945
C -0.15207 3.08352 -1.04027 0.069 1.110 0.728
C -1.31578 -3.77824 5.47140 -0.280 -0.231 -0.492
C 0.20638 3.41586 5.26131 -0.625 -0.080 0.057
C 1.93001 -3.76818 -0.33553 1.255 0.442 -1.123
C -5.71608 -3.04726 -0.22601 0.574 0.022 0.235
C 0.20588 2.21875 6.20139 0.260 0.412 0.348
C 1.54916 5.44490 -4.35549 -0.615 -0.315 -0.260
C 6.89831 -1.55798 -4.61722 0.256 -0.543 0.211
C -0.20836 4.49470 1.21852 0.308 -0.735 0.539
C 0.94030 6.80806 -4.64577 0.478 0.036 -0.457
C 5.65248 -2.36559 -4.94701 0.120 0.111 -0.587
C 1.40406 -0.96767 1.01640 0.053 0.605 -1.667
C -2.13781 -4.52072 -1.52244 -1.901 -2.909 -1.365
C 3.37264 -3.02092 -0.42716 -0.503 -0.969 -0.918
C -0.39717 -3.18452 4.41409 0.431 -0.475 0.191
C -1.06737 3.93228 -0.01278 0.272 0.375 -0.420
C -1.60609 1.55195 -2.17699 -0.704 0.810 -0.175
C -1.17226 -3.51343 -2.31117 -0.491 -1.036 0.257
C -6.17855 -4.05098 0.81948 -0.180 -0.359 -0.499
H 0.63910 -3.15468 4.76260 -0.046 -0.045 -0.012
H 7.50639 -1.35288 -5.49803 -0.140 0.232 0.106
H 0.77493 4.70690 -4.12590 0.016 0.024 -0.039
H -0.87481 -4.64256 5.96766 -0.014 0.237 0.164
H 1.03172 2.27718 6.91598 -0.060 0.039 -0.010
H 0.22259 2.09702 -0.58483 -0.506 1.382 -0.562
H 5.86237 -3.43237 -5.02986 -0.147 0.082 0.214
H -1.97981 3.32123 0.32187 1.383 0.858 -0.402
H -0.73507 2.11982 6.74293 0.062 -0.240 -0.201
H 0.04234 6.74024 -5.25950 -0.054 0.065 0.288
H 0.51570 -0.27123 1.22793 1.433 -1.219 0.021
H 3.23190 -1.98176 -0.87593 0.281 -1.400 0.916
H 3.89774 -3.00562 0.58273 -0.670 0.175 -1.429
H -6.82577 -4.81321 0.37583 0.106 -0.005 -0.023
H -0.27561 -4.14872 -2.64794 -1.317 0.968 0.479
H -5.34519 -4.53572 1.32905 -0.149 0.183 0.217
H -1.43985 4.84266 -0.60416 0.359 -1.455 0.731
H -1.54243 -0.64393 -3.94631 -0.193 -0.022 0.023
H 0.75289 3.76020 -1.26624 -1.356 -1.217 0.092
H 3.99397 -3.60761 -1.20209 -0.658 0.884 1.408
H -1.78596 1.30582 -1.07463 -0.089 0.220 -1.543
H 0.42473 4.35069 5.77728 0.216 -0.090 -0.179
H -1.74353 -3.20945 -3.25691 0.720 -0.559 1.347
H -2.28202 -4.05942 5.04219 0.081 -0.045 -0.024
H -2.59775 1.72764 -2.74192 1.247 -0.383 1.111
H -4.87103 -2.45678 0.13997 0.009 -0.073 -0.005
H 7.50902 -2.06417 -3.86389 -0.013 -0.036 -0.091
H 2.00499 -4.79392 0.17578 -0.188 1.712 -0.504
H 0.72991 3.84174 1.34477 -1.288 0.967 -0.124
H 0.14456 5.57358 1.08975 -0.634 -1.588 -0.006
H -3.40427 -4.71670 -0.10969 1.119 -0.120 0.039
H -5.44218 -3.52763 -1.16672 -0.236 0.137 -0.035
H 0.30889 0.93870 -4.03717 -0.177 -0.121 0.012
H -0.44621 -3.72951 3.47055 -0.076 0.314 -0.048
H -0.77249 4.40803 2.22079 0.742 0.188 -1.623
H 1.93392 -0.51297 0.10220 -0.506 -0.457 1.577
H 5.18738 -2.01403 -5.87222 0.066 -0.031 0.016
H 2.12000 -1.06858 1.89224 -1.143 0.121 -1.078
H 1.61057 -3.97273 -1.41940 0.444 0.185 1.512
H -0.74949 3.50504 4.73649 0.001 0.015 0.096
H 2.16159 5.08216 -5.18142 0.143 0.074 0.241
H -1.83356 -1.33336 -0.68642 -0.068 0.078 -0.341
H 1.66398 7.46867 -5.13233 -0.039 -0.067 -0.036
```
Positions in Å, forces in eV/Å.

Values from the calculation:
charge = 0
orbital gap = 8.2 eV
E = -5466.62378 Eh
HOMO level = -7.93 eV
LUMO = 0.2 eV

Mulliken population analysis, charges in e, atoms 1 to 4: 1.1392, 1.0796, 1.1052, 0.9667

(3)
C19H43O2P3STl | ωB97M-V/def2-TZVPD

```
69
Properties=species:S:1:pos:R:3:forces:R:3
Tl -0.16522 -0.53618 0.71022 0.316 0.984 0.270
S 0.99341 1.62124 2.60915 0.029 -0.586 -1.216
P 1.41316 2.64934 -0.87928 0.749 2.033 -0.931
P -2.21885 1.81519 -0.14381 -0.829 0.111 -0.617
P 2.66379 -0.86974 -0.05974 0.587 -0.318 -0.231
O -2.74538 -2.50182 0.81914 1.805 -0.113 0.087
O 1.57105 0.37913 3.21591 -0.222 0.110 -0.202
C 4.11288 -0.29603 0.88741 -0.306 0.252 0.095
C 0.03077 -4.29572 -1.59791 0.081 -0.324 -0.879
C -0.90957 -4.03629 0.66172 -0.621 -0.476 0.287
C 3.27675 -1.13081 -1.76729 -0.323 0.225 0.067
C -1.81960 -3.01497 0.17867 -2.765 0.810 -0.931
C 2.09448 2.96989 2.92138 -0.115 0.081 0.412
C -1.82850 -2.68737 -1.33709 0.684 -0.238 1.037
C 0.56787 4.27838 -0.67019 -0.535 -0.427 0.467
C -3.64626 0.75231 0.28031 -0.119 -0.430 0.430
C -2.55357 2.06985 -1.93568 0.429 -0.062 -0.028
C 2.48761 -2.57643 0.56429 -0.202 -0.188 0.295
C -0.44677 2.08303 3.52042 -0.279 0.220 0.717
C -3.71767 -4.91251 0.68112 -0.234 -0.411 2.410
C -0.04906 -4.64573 -0.21414 -0.509 -0.140 0.450
C -2.77859 3.41442 0.56383 0.576 -0.073 0.351
C -0.81096 -3.38566 -2.14646 -0.474 0.297 -0.451
C 1.63453 2.74643 -2.70660 -0.422 -0.946 -0.002
C 3.10773 3.22267 -0.40358 0.160 -0.699 0.573
C -3.71501 -5.10695 -0.63909 -0.183 -1.077 -2.712
H -4.47850 -4.68035 -1.30962 0.353 0.073 0.505
H -4.54723 1.37729 0.40796 0.321 -0.287 -0.123
H -4.31790 -4.13697 1.15077 0.134 -0.062 -0.140
H 2.12520 3.69398 -2.96150 -0.149 -0.210 0.156
H -0.47545 4.21463 -0.99686 0.244 0.148 0.018
H 1.08782 5.03728 -1.26972 -0.012 -0.265 0.129
H -1.22634 1.32890 3.33970 0.265 0.214 0.016
H 3.06321 2.71713 2.49979 0.027 -0.084 0.066
H 1.83876 -3.18347 -0.08240 0.346 0.342 0.150
H -3.45206 0.21074 1.22307 -0.236 0.216 -0.357
H -3.04071 3.25894 1.61848 0.035 0.135 -0.241
H 3.05692 4.00411 0.36602 -0.007 -0.270 -0.231
H 3.76524 0.07582 1.85992 0.215 -0.103 -0.157
H 2.04834 -2.55383 1.57537 0.221 -0.064 -0.242
H -0.83418 -3.09815 -3.21110 0.381 -0.613 0.467
H -3.21494 -5.59977 1.38404 -0.150 0.290 -0.516
H 2.42869 -1.39327 -2.41570 0.333 0.032 0.076
H 3.48053 -3.04113 0.62512 -0.235 0.035 -0.043
H -2.56026 1.09403 -2.44299 0.015 0.327 0.066
H 3.73492 -0.20149 -2.13159 -0.089 -0.301 0.010
H -2.85979 -2.76315 -1.73388 0.373 -0.141 0.106
H 0.59742 4.57079 0.38676 -0.106 0.034 -0.245
H -3.04864 -5.82360 -1.14483 -0.170 0.353 0.434
H -1.97684 4.15744 0.49829 -0.335 -0.031 0.089
H -3.82784 0.00250 -0.50776 0.088 0.297 0.315
H 4.63611 0.49220 0.33582 -0.038 -0.188 0.177
H 0.65457 2.68895 -3.19526 0.284 -0.021 -0.060
H 3.62394 3.61533 -1.28979 -0.211 -0.113 0.239
H -1.61694 -1.62091 -1.38921 -0.118 0.431 -0.234
H 3.67523 2.37271 -0.00766 0.111 0.351 -0.068
H 4.77584 -1.15531 1.03754 -0.003 0.224 -0.032
H 0.68326 -4.86500 -2.26166 0.088 0.244 0.332
H -1.77223 2.69871 -2.38568 -0.322 -0.148 0.017
H 2.14838 3.07670 3.99926 0.255 0.166 0.209
H -1.07777 -4.40399 1.68072 0.496 0.371 -0.249
H -0.81404 3.08495 3.24975 0.230 -0.329 0.007
H -3.65978 3.76082 0.01051 0.169 -0.098 0.118
H 0.53269 -5.46297 0.19802 0.205 -0.034 -0.327
H -3.53453 2.55204 -2.06158 0.289 -0.157 0.023
H -0.15837 2.04960 4.57610 -0.215 0.094 -0.016
H 1.71518 3.87984 2.46505 -0.113 0.084 0.000
H 2.25712 1.90426 -3.03111 -0.143 0.230 -0.156
H 4.01596 -1.94197 -1.77085 -0.106 0.210 -0.037
```
Positions in Å, forces in eV/Å.

Values from the calculation:
charge = +3
orbital gap (alpha / beta) = 4.6 / 3.7 eV
E = -2493.77388 Eh
HOMO level (alpha / beta) = -16.48 / -16.69 eV
LUMO (alpha / beta) = -11.9 / -13.0 eV

Mulliken population analysis, charges in e, atoms 1 to 4: 0.7900, 0.6911, 0.9021, 0.7334